(1)
# C27H72N9O7P3

4 unconnected molecules or ions with the total composition C27H72N9O7P3 (wB97M-V/def2-TZVPD, the Open Molecules 2025 dataset).

The molecular weight comes out at 727.851 g mol⁻¹. As for the calculated total energy: -84776.1962 eV. As for the lowest unoccupied orbital energy: 0.50 eV. The HOMO-LUMO gap is 0.30494 Eh. The highest occupied orbital energy comes out at -7.799 eV.

Element x y z (Å)
C -6.281 -1.620 -4.697
N -5.443 -2.017 -5.812
C -4.155 -1.340 -5.798
P -5.293 -3.666 -6.284
O -4.259 -4.250 -5.390
N -6.658 -4.662 -5.935
C -7.927 -4.152 -5.466
C -6.364 -5.975 -5.373
N -5.690 -3.439 -7.882
C -5.977 -2.168 -8.534
C -5.833 -4.616 -8.731
H -6.221 -0.536 -4.582
H -5.993 -2.088 -3.744
H -7.329 -1.831 -4.891
H -3.611 -1.530 -6.727
H -3.517 -1.663 -4.965
H -4.307 -0.261 -5.727
H -7.890 -3.812 -4.423
H -8.684 -4.937 -5.531
H -8.283 -3.332 -6.095
H -6.202 -5.950 -4.288
H -5.474 -6.402 -5.828
H -7.198 -6.647 -5.588
H -6.927 -1.758 -8.189
H -6.047 -2.333 -9.610
H -5.196 -1.427 -8.381
H -6.889 -4.820 -8.931
H -5.407 -5.498 -8.255
H -5.312 -4.480 -9.681
C 0.176 0.205 7.642
N -0.264 1.138 6.622
C -0.006 2.522 6.996
P 0.049 0.863 4.955
O 1.441 1.348 4.755
N 0.191 -0.792 4.480
C -0.112 -1.906 5.349
C 1.280 -1.103 3.561
N -1.549 1.002 4.500
C -2.660 1.305 5.389
C -1.936 0.734 3.118
H -0.129 0.584 8.619
H 1.264 0.049 7.653
H -0.318 -0.759 7.540
H -0.490 3.205 6.292
H 1.063 2.764 7.014
H -0.430 2.721 7.982
H 0.642 -2.053 6.133
H -0.161 -2.825 4.761
H -1.093 -1.790 5.817
H 2.242 -1.247 4.072
H 1.411 -0.311 2.828
H 1.033 -2.015 3.012
H -2.860 0.470 6.063
H -3.553 1.481 4.789
H -2.496 2.203 5.980
H -2.420 -0.244 3.044
H -1.072 0.732 2.454
H -2.624 1.497 2.743
C 6.803 4.892 1.227
N 7.041 4.527 2.610
C 7.604 5.626 3.379
P 5.873 3.640 3.516
O 4.913 4.655 4.022
N 4.851 2.594 2.613
C 5.057 2.304 1.216
C 3.433 2.605 2.988
N 6.910 2.428 3.998
C 8.334 2.334 3.712
C 6.350 1.298 4.732
H 7.667 5.446 0.855
H 5.905 5.511 1.086
H 6.729 4.012 0.591
H 7.921 5.278 4.366
H 6.891 6.447 3.527
H 8.490 6.014 2.873
H 4.805 3.149 0.568
H 4.431 1.457 0.918
H 6.090 2.004 1.018
H 2.871 3.430 2.525
H 3.324 2.693 4.061
H 2.974 1.660 2.698
H 8.508 2.127 2.654
H 8.757 1.514 4.293
H 8.883 3.231 3.990
H 6.285 0.415 4.089
H 5.347 1.522 5.091
H 6.960 1.056 5.605
C 2.213 3.775 -1.328
C 0.778 3.284 -1.062
C 0.050 3.189 -2.403
C 0.782 1.963 -0.242
C -0.291 0.979 -0.640
O -0.012 -0.311 0.000
C 0.595 -1.171 -0.826
O 1.707 -1.040 -1.227
O -0.188 -2.214 -1.101
C -0.182 -2.605 -2.493
C -1.203 -3.714 -2.715
C -0.601 -5.074 -3.009
O -0.448 -5.791 -1.779
H 2.466 3.660 -2.384
H 2.947 3.230 -0.756
H 2.299 4.841 -1.115
H 0.309 4.076 -0.477
H 0.005 4.187 -2.843
H 0.627 2.587 -3.109
H -0.961 2.790 -2.331
H 0.596 2.235 0.800
H 1.767 1.502 -0.264
H -1.244 1.284 -0.217
H -0.334 0.801 -1.711
H 0.814 -2.914 -2.805
H -0.458 -1.723 -3.072
H -1.886 -3.780 -1.870
H -1.794 -3.432 -3.590
H -1.224 -5.638 -3.707
H 0.389 -4.945 -3.457
H 0.224 -6.468 -1.911

Here are the Mulliken charges for atoms 1 to 5, given in e: number 1, C, carries -1.01; number 2, N, carries 0.26; number 3, C, carries -1.16; number 4, P, carries 0.33; number 5, O, carries -0.84

---

(2)
# C27H72O9

A molecular structure, C27H72O9 (wB97M-V/def2-TZVPD, the Open Molecules 2025 dataset).

The molecular weight comes out at 540.864 g mol⁻¹. As for the calculated total energy: -47569.9718 eV. As for the lowest unoccupied orbital energy: 0.31 eV. The HOMO-LUMO gap is 0.30302 Eh. The highest occupied orbital energy comes out at -7.938 eV.

Element x y z (Å)
C -8.444 25.207 -32.465
C -9.267 25.919 -33.588
C -9.745 25.027 -34.769
O -10.478 26.303 -32.927
H -8.981 24.534 -31.797
H -7.941 25.978 -31.881
H -7.635 24.741 -33.028
H -8.870 26.839 -34.016
H -10.196 24.115 -34.377
H -9.004 24.766 -35.525
H -10.454 25.564 -35.399
H -11.212 25.772 -33.246
C -9.435 29.657 -35.962
C -9.685 28.166 -35.913
C -11.124 27.865 -35.211
O -9.821 27.660 -37.214
H -10.179 30.308 -36.421
H -8.549 29.736 -36.591
H -9.163 30.054 -34.984
H -8.893 27.687 -35.337
H -10.985 27.166 -34.386
H -11.792 27.297 -35.860
H -11.608 28.738 -34.775
H -9.959 26.712 -37.273
C -7.212 27.194 -34.555
C -6.496 27.338 -33.208
C -5.245 26.432 -33.102
O -6.150 28.627 -32.982
H -6.529 27.433 -35.370
H -8.036 27.900 -34.446
H -7.650 26.206 -34.695
H -7.158 27.026 -32.401
H -4.422 26.762 -33.737
H -5.397 25.421 -33.479
H -4.753 26.427 -32.129
H -6.688 28.996 -32.277
C -3.879 24.768 -29.972
C -5.357 25.070 -30.327
C -6.045 23.775 -30.430
O -5.833 25.665 -29.104
H -3.424 24.329 -30.860
H -3.744 24.052 -29.162
H -3.251 25.616 -29.697
H -5.521 25.715 -31.190
H -7.123 23.933 -30.469
H -5.809 23.166 -29.558
H -5.644 23.143 -31.222
H -5.308 25.373 -28.356
C -5.516 27.771 -37.014
C -4.806 27.008 -38.152
C -3.804 28.010 -38.754
O -4.237 25.809 -37.661
H -4.821 28.007 -36.209
H -6.155 27.099 -36.441
H -6.049 28.638 -37.404
H -5.480 26.621 -38.917
H -3.125 28.262 -37.940
H -4.265 28.947 -39.069
H -3.200 27.489 -39.497
H -3.535 26.089 -37.068
C -3.821 23.400 -36.506
C -3.758 23.294 -34.963
C -5.141 23.397 -34.266
O -3.093 22.140 -34.434
H -4.403 22.514 -36.760
H -2.933 23.579 -37.112
H -4.485 24.235 -36.729
H -3.084 24.072 -34.604
H -5.788 22.579 -34.584
H -5.562 24.369 -34.525
H -4.867 23.379 -33.211
H -2.142 22.263 -34.462
C -1.675 25.140 -34.158
C -2.380 26.146 -33.207
C -1.505 26.358 -31.988
O -2.640 27.296 -34.002
H -0.708 25.643 -34.180
H -2.337 25.186 -35.023
H -1.681 24.129 -33.751
H -3.292 25.582 -33.006
H -0.457 26.611 -32.150
H -1.470 25.458 -31.375
H -1.929 27.080 -31.290
H -3.367 27.809 -33.643
C -7.072 30.813 -30.984
C -8.057 29.848 -31.644
C -8.301 30.204 -33.140
O -7.438 28.538 -31.587
H -7.386 31.846 -30.832
H -6.093 30.929 -31.449
H -6.879 30.467 -29.968
H -9.057 29.930 -31.219
H -8.840 29.389 -33.623
H -7.383 30.252 -33.726
H -8.688 31.219 -33.239
H -8.017 28.022 -31.022
C -2.898 30.323 -32.190
C -3.686 29.074 -31.860
C -5.119 29.367 -31.342
O -3.807 28.123 -32.892
H -3.366 31.045 -32.859
H -1.993 29.942 -32.662
H -2.489 30.957 -31.402
H -3.078 28.709 -31.033
H -5.543 30.194 -31.911
H -5.092 29.718 -30.310
H -5.835 28.546 -31.347
H -4.729 28.178 -33.152

Here are the Mulliken charges for atoms 1 to 5, given in e: number 1, C, carries -1.37; number 2, C, carries 0.61; number 3, C, carries -1.27; number 4, O, carries -0.72; number 5, H, carries 0.36